Record 1
# C4H6O2

An isolated molecule of C4H6O2 (ωB97M-V/def2-TZVPD, the OMol25 dataset).

Positions of all 12 atoms, in Å:
1 O 2.167 -0.584 1.246
2 C 1.994 -0.032 0.181
3 C 0.650 0.251 -0.409
4 C -0.504 0.040 0.510
5 C -1.801 0.142 -0.127
6 O -1.207 -1.138 -0.148
7 H 2.861 0.265 -0.444
8 H 0.160 -0.674 -0.936
9 H 0.630 1.138 -1.059
10 H -0.353 -0.106 1.574
11 H -2.692 0.134 0.479
12 H -1.870 0.679 -1.074

Values from the calculation:
HOMO-LUMO gap	0.40219	hartree
LUMO level	0.0365	Eh
structure (SMILES)	O=CC[C@H]1CO1
DFT total energy	-306.3916	a.u.
F_max	2.9	eV/A

---

Record 2
# C3H6KO4

A structure of composition C3H6KO4 (ωB97M-V/def2-TZVPD, the OMol25 dataset).

Positions of all 14 atoms, in Å:
1 O 0.058 -1.219 -0.029
2 C 0.498 -0.103 0.541
3 O 1.021 0.032 1.608
4 O 0.298 0.865 -0.359
5 C 0.114 2.191 0.071
6 H 0.182 2.362 1.147
7 H 0.750 2.830 -0.542
8 C 0.384 -2.462 0.605
9 H 1.472 -2.560 0.687
10 H -0.070 -2.501 1.600
11 H -0.032 -3.236 -0.044
12 O -2.007 1.796 -1.964
13 H -1.225 2.490 -1.029
14 K -1.442 -0.486 -2.290

Values from the calculation:
HOMO-LUMO gap (spin up / spin down)	0.26678 / 0.24349	hartree
LUMO level (spin up / spin down)	-0.0196 / -0.0192	Eh
DFT total energy	-1018.6491	a.u.
F_max	3.7	eV/A
2S+1	2

---

Record 3
# C38H43N4PS3ScSi2

A structure of composition C38H43N4PS3ScSi2 (ωB97M-V/def2-TZVPD, the OMol25 dataset).

Positions of all 92 atoms, in Å:
1 Sc 0.053 0.499 0.100
2 C -3.173 -3.626 0.700
3 Si -2.310 -2.003 1.095
4 C -3.685 -0.814 1.605
5 C -1.256 -2.269 2.620
6 C -1.246 -1.279 -0.294
7 C 0.072 -1.939 -0.502
8 C 0.389 -3.292 -0.327
9 C 1.646 -3.746 -0.659
10 C 2.607 -2.856 -1.139
11 C 2.271 -1.528 -1.227
12 N 1.047 -1.082 -0.911
13 Si -2.023 -1.166 -2.028
14 C -0.735 -0.672 -3.300
15 C -3.391 0.124 -2.151
16 C -2.717 -2.815 -2.569
17 H -3.456 -4.099 1.643
18 H -2.573 -4.341 0.140
19 H -4.092 -3.459 0.139
20 H -4.441 -1.387 2.143
21 H -4.202 -0.333 0.775
22 H -3.339 -0.043 2.297
23 H -1.888 -2.573 3.456
24 H -0.727 -1.365 2.927
25 H -0.502 -3.044 2.480
26 H -0.369 -3.974 0.029
27 H 1.886 -4.796 -0.555
28 H 3.600 -3.183 -1.409
29 H 2.987 -0.784 -1.551
30 H -0.169 0.222 -3.028
31 H -1.237 -0.463 -4.247
32 H -0.013 -1.471 -3.475
33 H -2.999 1.144 -2.184
34 H -4.145 0.059 -1.366
35 H -3.918 -0.036 -3.093
36 H -1.974 -3.608 -2.475
37 H -3.014 -2.763 -3.618
38 H -3.593 -3.108 -1.994
39 N -1.974 1.671 0.376
40 C -2.167 3.086 0.083
41 C -3.409 3.555 -0.310
42 C -3.582 4.913 -0.539
43 C -2.524 5.792 -0.356
44 C -1.278 5.312 0.015
45 C -1.083 3.950 0.216
46 P 0.518 3.144 0.505
47 C 0.993 2.722 -1.219
48 C 2.221 2.067 -1.386
49 C 2.681 1.746 -2.655
50 C 1.911 2.047 -3.768
51 C 0.675 2.661 -3.612
52 C 0.210 2.992 -2.347
53 C 1.697 4.405 1.010
54 C 2.149 4.382 2.326
55 C 3.023 5.363 2.770
56 C 3.443 6.359 1.903
57 C 3.004 6.375 0.584
58 C 2.137 5.396 0.132
59 H -2.739 1.128 -0.023
60 H -2.072 1.554 1.389
61 H -4.240 2.869 -0.419
62 H -4.551 5.284 -0.843
63 H -2.668 6.852 -0.511
64 H -0.450 5.997 0.142
65 H 2.830 1.855 -0.513
66 H 3.650 1.277 -2.773
67 H 2.270 1.801 -4.758
68 H 0.072 2.890 -4.480
69 H -0.742 3.497 -2.243
70 H 1.838 3.585 2.991
71 H 3.384 5.341 3.789
72 H 4.128 7.121 2.250
73 H 3.343 7.148 -0.092
74 H 1.807 5.398 -0.900
75 S 6.999 -0.517 1.004
76 C 5.491 0.010 1.382
77 S 4.159 -1.046 1.770
78 C 3.082 0.317 1.825
79 N 3.663 1.454 1.647
80 N 5.011 1.283 1.436
81 C 5.813 2.458 1.272
82 C 5.421 3.442 0.378
83 C 6.210 4.570 0.223
84 C 7.377 4.714 0.959
85 C 7.749 3.729 1.862
86 C 6.968 2.597 2.024
87 S 1.400 0.082 2.226
88 H 4.505 3.334 -0.184
89 H 5.912 5.336 -0.480
90 H 7.995 5.592 0.830
91 H 8.653 3.839 2.444
92 H 7.256 1.823 2.720

Values from the calculation:
HOMO-LUMO gap	0.25395	hartree
LUMO level	-0.1106	Eh
DFT total energy	-4568.4672	a.u.
total charge	+1
F_max	0.7	eV/A

---

Record 4
# C33H30N4OS5Ti

A structure of composition C33H30N4OS5Ti (ωB97M-V/def2-TZVPD, the OMol25 dataset).

Positions of all 74 atoms, in Å:
1 Ti -0.580 0.497 -0.568
2 S -1.108 2.776 -1.271
3 C -2.772 3.291 -1.084
4 C -3.040 4.661 -1.002
5 C -4.335 5.128 -0.935
6 C -5.403 4.238 -0.941
7 C -5.160 2.878 -0.975
8 C -3.855 2.409 -1.025
9 S -3.572 0.652 -1.034
10 C -3.427 0.286 0.772
11 C -2.677 -0.993 0.917
12 C -3.302 -2.049 1.552
13 C -2.660 -3.273 1.670
14 C -1.402 -3.381 1.099
15 C -0.820 -2.292 0.463
16 C 0.568 -2.469 -0.050
17 S 0.937 -1.612 -1.626
18 C 2.610 -1.074 -1.336
19 C 3.656 -1.962 -1.535
20 C 4.961 -1.542 -1.356
21 C 5.217 -0.234 -0.965
22 C 4.179 0.649 -0.766
23 C 2.853 0.251 -0.968
24 S 1.584 1.432 -0.799
25 N -1.431 -1.082 0.368
26 H -2.207 5.346 -0.998
27 H -4.513 6.192 -0.886
28 H -6.420 4.596 -0.923
29 H -5.974 2.169 -0.982
30 H -4.429 0.197 1.192
31 H -2.919 1.129 1.237
32 H -4.287 -1.907 1.964
33 H -3.124 -4.105 2.174
34 H -0.858 -4.313 1.144
35 H 0.788 -3.527 -0.190
36 H 1.257 -2.011 0.667
37 H 3.435 -2.970 -1.857
38 H 5.773 -2.231 -1.525
39 H 6.237 0.098 -0.829
40 H 4.368 1.670 -0.470
41 N 2.337 0.354 3.779
42 C 3.127 -0.758 3.689
43 C 4.099 -1.279 4.530
44 C 4.705 -2.449 4.123
45 C 4.372 -3.060 2.911
46 C 3.422 -2.533 2.063
47 C 2.771 -1.367 2.465
48 N 1.776 -0.628 1.862
49 C 1.546 0.386 2.660
50 C 0.611 1.473 2.453
51 C 0.676 2.620 3.206
52 S -0.548 3.723 2.774
53 C -1.087 2.590 1.613
54 N -0.405 1.473 1.525
55 H 2.340 1.003 4.548
56 H 4.380 -0.787 5.449
57 H 5.452 -2.902 4.754
58 H 4.879 -3.972 2.636
59 H 3.202 -3.006 1.121
60 H 1.387 2.877 3.962
61 H -1.954 2.858 1.035
62 C -1.118 0.269 -4.860
63 C -1.462 -1.174 -4.510
64 C -1.804 -1.047 -3.029
65 O -1.067 0.092 -2.531
66 C -0.328 0.669 -3.625
67 H -2.027 0.867 -4.935
68 H -0.546 0.371 -5.777
69 H -0.597 -1.820 -4.659
70 H -2.300 -1.570 -5.077
71 H -1.538 -1.939 -2.447
72 H -2.872 -0.832 -2.901
73 H 0.683 0.229 -3.661
74 H -0.258 1.750 -3.467

Values from the calculation:
HOMO-LUMO gap (spin up / spin down)	0.24909 / 0.25150	hartree
LUMO level (spin up / spin down)	-0.1109 / -0.1161	Eh
DFT total energy	-4410.1168	a.u.
total charge	+1
F_max	2.9	eV/A
2S+1	2

---

Record 5
# C4H30N2O13

A cluster of 12 separate species, C4H30N2O13 in total (ωB97M-V/def2-TZVPD, the OMol25 dataset).

Positions of all 49 atoms, in Å:
1 C -0.784 -3.717 -0.615
2 C -0.162 -2.740 0.317
3 O 0.469 -3.271 1.222
4 N 0.010 -1.364 -0.002
5 C -0.962 -0.909 -1.045
6 C -2.287 -0.358 -0.679
7 N -2.348 0.827 0.114
8 O -3.254 -0.942 -1.044
9 H -1.277 -3.452 -1.540
10 H -0.339 -4.692 -0.719
11 H -1.722 -4.074 -0.119
12 H 0.606 -0.775 0.563
13 H -0.382 -0.042 -1.609
14 H -0.903 -1.663 -1.934
15 H -1.563 1.362 0.358
16 H -3.027 0.900 0.826
17 O 2.248 1.361 -1.325
18 H 1.716 0.649 -1.629
19 H 1.966 1.494 -0.510
20 O 2.950 -0.857 0.665
21 H 3.212 -0.212 1.257
22 H 3.474 -1.535 0.601
23 O -1.705 -0.649 3.756
24 H -0.765 -0.822 3.813
25 H -1.772 -0.765 2.797
26 O -2.677 -1.169 -3.679
27 H -2.953 -0.253 -3.930
28 H -3.016 -1.380 -2.907
29 O 0.874 -0.504 -3.898
30 H 1.150 -0.866 -4.677
31 H 0.016 -0.964 -3.811
32 O 0.948 3.314 -2.173
33 H 1.610 2.665 -2.080
34 H 1.486 3.899 -2.922
35 O -1.053 1.736 -2.837
36 H -0.326 1.413 -3.280
37 H -0.732 2.408 -2.398
38 O 1.464 -1.757 3.270
39 H 1.128 -2.277 2.431
40 H 2.409 -2.025 3.300
41 O -1.992 3.237 2.723
42 H -2.530 3.848 2.399
43 H -1.295 3.876 3.101
44 O 2.771 3.134 2.519
45 H 2.447 2.218 2.474
46 H 2.858 3.323 1.533
47 O 1.346 0.949 3.493
48 H 1.445 0.126 3.548
49 H 1.222 1.291 4.285

Values from the calculation:
HOMO-LUMO gap	0.36925	hartree
LUMO level	0.0004	Eh
structure (SMILES)	CC(=O)NCC(N)=O.O.O.O.O.O.O.O.O.O.O.O
DFT total energy	-1257.9053	a.u.
F_max	11.2	eV/A

---

Record 6
# CH3N2PS

An isolated molecule of CH3N2PS (ωB97M-V/def2-TZVPD, the OMol25 dataset).

Positions of all 8 atoms, in Å:
1 N 0.152 1.195 -2.353
2 C 0.032 0.577 -1.391
3 P 0.546 -0.242 0.124
4 N -0.827 -0.056 0.909
5 S 2.115 0.357 1.000
6 H 0.453 -1.463 -0.373
7 H -1.625 0.128 0.301
8 H -0.846 -0.497 1.783

Values from the calculation:
HOMO-LUMO gap	0.36321	hartree
LUMO level	0.0048	Eh
structure (SMILES)	N#C[P@H](N)=S
DFT total energy	-888.9479	a.u.
F_max	2.4	eV/A